1.
11
Properties=species:S:1:pos:R:3:forces:R:3 method="wB97M-V/def2-TZVPD" homo_lumo_gap_ev="6.74 / 6.65" de_lowest_kcal_mol=112.6 largest_force_ev_per_a=2.9 total_charge=0 e_lumo_ev="-0.48 / -0.57"
C -0.841 -0.433 -0.272 -2.75 1.00 -0.27
C 1.505 0.261 -0.328 -0.18 -0.15 0.27
C 0.428 -0.445 0.499 0.96 -0.09 0.14
N -2.564 1.367 0.345 -0.83 -1.78 -0.55
O -1.342 -1.163 -1.049 0.68 0.33 0.69
O -3.612 0.898 0.151 2.28 0.67 0.16
F 0.822 -1.758 0.724 0.03 -0.18 -0.07
H 2.473 0.053 0.123 -0.04 0.06 0.06
H 1.503 -0.121 -1.345 0.00 0.00 -0.06
H 1.328 1.332 -0.335 0.00 0.12 -0.07
H 0.299 0.010 1.487 -0.16 0.02 -0.30

---

2.
12
Properties=species:S:1:pos:R:3:forces:R:3 method="wB97M-V/def2-TZVPD" homo_lumo_gap_ev=11.64 de_lowest_kcal_mol=90.7 smiles="O=CNOC(=O)CF" largest_force_ev_per_a=4.0 total_charge=0 e_lumo_ev=0.76
C -1.820 0.002 -0.571 -0.54 1.04 2.20
C -0.496 0.574 -0.155 -1.18 0.79 0.56
C 1.993 -0.406 -0.184 -1.84 0.23 2.82
H -1.780 -0.647 -1.384 0.33 -0.42 -1.98
H -2.525 0.892 -0.692 0.63 -1.46 0.16
H 1.705 1.308 0.538 -1.83 -2.69 2.26
H 2.944 0.087 -0.047 1.64 -0.70 -1.43
N 1.404 0.251 0.996 0.80 2.45 -2.41
O -0.008 1.540 -0.647 0.51 0.62 -1.39
O -0.025 0.068 1.006 1.71 -0.30 -0.46
O 1.439 -1.199 -0.873 0.80 0.21 -0.43
F -2.165 -0.855 0.465 -1.04 0.22 0.11

---

3.
10
Properties=species:S:1:pos:R:3:forces:R:3 method="wB97M-V/def2-TZVPD" homo_lumo_gap_ev=10.10 de_lowest_kcal_mol=32.9 smiles="FC1=NCCS1" largest_force_ev_per_a=4.9 total_charge=0 e_lumo_ev=0.51
C 1.451 -0.175 -0.123 3.90 -2.40 0.69
C -0.750 -0.696 -0.021 2.85 1.61 -3.17
C -0.695 0.848 0.045 -1.59 1.09 1.44
N 0.656 -1.119 -0.106 0.72 -0.49 0.31
F 3.060 -0.504 0.045 -4.74 1.14 -0.77
S 1.044 1.481 -0.187 -0.61 -0.03 0.08
H -1.164 -1.109 0.803 -1.22 -1.18 2.81
H -1.305 -1.080 -0.864 -0.01 0.00 -0.49
H -1.336 1.317 -0.779 0.62 -0.33 1.79
H -0.960 1.037 1.186 0.09 0.60 -2.70

---

4.
11
Properties=species:S:1:pos:R:3:forces:R:3 method="wB97M-V/def2-TZVPD" homo_lumo_gap_ev=9.14 de_lowest_kcal_mol=45.4 largest_force_ev_per_a=5.4 total_charge=0 e_lumo_ev=0.56
C 1.367 1.405 0.048 -3.09 3.96 -2.03
C -0.737 -0.138 0.290 -0.94 -2.57 2.24
C -1.934 -0.734 0.215 -0.11 -1.08 1.02
H 0.888 -1.228 -0.819 0.29 -0.36 -0.18
H 1.519 2.566 0.095 0.64 -2.31 0.60
H -0.027 -0.598 1.076 -1.32 1.16 -1.23
H -2.279 -1.479 1.003 0.40 0.87 -1.52
N 2.197 0.535 -0.089 3.70 -2.66 0.70
F -2.862 -0.454 -0.745 0.63 0.13 0.79
S 2.202 -1.119 -0.508 -0.71 1.62 0.14
S -0.333 1.245 -0.568 0.52 1.24 -0.54